Density functional theory data (wB97M-V/def2-TZVPD) for 8 unconnected molecules or ions with the total composition C30H62BrN9O10S at a distorted geometry.

Results
Frontier orbital gap   8.482 eV
SMILES string   COCCC[C@](C#N)([C@@H](Br)C#N)S(C)(=O)=O.CNC(C)=O.CNC(C)=O.CNC(C)=O.CNC(C)=O.CNC(C)=O.CNC(C)=O.CNC(C)=O
Net charge   0
Max |F|   12.619 eV Å⁻¹

```
113
Properties=species:S:1:pos:R:3:forces:R:3
C 2.292 -0.857 1.251 1.0 -0.6 0.6
O 1.485 0.338 1.544 0.3 -1.2 -2.2
C 1.175 1.116 0.334 -1.0 0.8 -0.1
C -0.437 1.545 0.448 1.2 -0.1 0.4
C -1.207 0.227 1.045 0.2 0.0 0.1
C -2.808 0.138 0.706 0.3 1.2 -0.9
C -3.198 0.500 -0.858 -2.1 2.6 -7.4
N -3.535 0.849 -2.060 3.1 -3.2 10.9
C -3.777 1.048 1.664 -0.8 1.5 -1.1
Br -3.857 0.432 3.585 0.2 0.4 -1.7
C -3.394 2.649 1.710 1.2 8.6 -1.3
N -3.198 3.949 1.632 -1.8 -12.5 0.9
S -3.274 -1.703 0.918 -1.0 -4.1 3.7
C -2.540 -2.551 -0.630 0.7 0.6 -1.2
O -2.472 -2.326 2.127 -2.5 2.9 -4.3
O -4.800 -1.916 1.061 4.7 1.3 -1.2
H 2.013 -1.749 1.992 0.5 2.2 -1.4
H 2.174 -1.286 0.169 0.0 1.1 1.8
H 3.415 -0.570 1.434 -2.0 -0.8 -0.4
H 1.288 0.519 -0.673 0.0 1.1 2.1
H 1.847 2.085 0.356 -1.4 -1.9 -0.4
H -0.481 2.431 1.216 -0.2 -1.7 -1.5
H -0.802 1.904 -0.604 0.6 -0.8 2.0
H -0.704 -0.767 0.635 -1.0 2.2 0.9
H -1.101 0.223 2.232 -0.3 -0.2 -2.7
H -4.869 0.978 1.196 2.3 0.2 1.3
H -2.052 -3.574 -0.339 -1.4 2.0 -0.2
H -1.653 -1.879 -1.061 -2.1 -1.3 1.0
H -3.369 -2.651 -1.450 1.7 0.2 1.7
C -6.227 -6.568 -3.642 0.1 -0.1 -0.4
N -5.005 -5.803 -3.714 0.4 0.5 0.4
C -4.461 -4.989 -2.765 0.5 0.0 -0.6
C -5.190 -4.837 -1.459 0.0 0.1 0.2
O -3.403 -4.406 -2.993 -0.4 -0.2 0.2
H -5.975 -7.622 -3.788 -0.3 0.0 0.1
H -6.880 -6.240 -4.454 -0.2 -0.2 0.2
H -6.741 -6.445 -2.688 0.2 0.0 -0.2
H -4.455 -5.853 -4.564 -0.1 0.0 0.2
H -4.634 -4.158 -0.806 -0.2 -0.3 -0.2
H -6.183 -4.413 -1.632 0.0 -0.2 0.1
H -5.271 -5.806 -0.960 -0.2 0.1 0.0
C 0.857 6.885 1.145 -0.3 0.1 -0.4
N 1.473 5.990 0.195 0.5 -0.5 0.0
C 2.432 5.047 0.421 0.0 -0.2 -0.9
C 2.945 4.881 1.824 0.2 -0.2 0.1
O 2.850 4.364 -0.512 -0.2 0.2 0.4
H -0.220 6.699 1.136 0.0 0.2 0.3
H 1.047 7.910 0.816 -0.1 0.1 0.3
H 1.242 6.749 2.156 0.0 -0.1 -0.2
H 1.180 6.040 -0.774 0.1 0.0 0.3
H 3.704 4.093 1.845 -0.2 0.2 -0.2
H 3.405 5.812 2.168 -0.2 -0.1 0.1
H 2.128 4.591 2.490 0.1 0.2 0.1
C 5.252 -5.082 0.869 -0.4 0.0 -0.2
N 4.927 -3.817 1.482 0.3 0.4 0.4
C 5.647 -3.114 2.403 -0.7 0.8 0.1
C 6.954 -3.692 2.871 0.2 0.0 0.2
O 5.219 -2.042 2.825 0.3 -0.5 -0.2
H 5.297 -4.932 -0.212 0.1 -0.3 0.0
H 4.449 -5.786 1.101 0.2 -0.2 -0.1
H 6.203 -5.484 1.221 -0.2 0.2 0.0
H 4.061 -3.362 1.218 0.2 -0.1 0.1
H 7.410 -3.018 3.603 -0.2 -0.1 -0.2
H 6.785 -4.660 3.351 0.1 0.0 -0.2
H 7.640 -3.799 2.027 0.0 -0.2 0.1
C -3.437 1.856 6.646 0.1 0.0 -0.3
N -2.216 2.622 6.575 0.3 0.3 0.4
C -1.672 3.436 7.524 0.9 0.3 -0.6
C -2.401 3.588 8.829 0.0 0.1 0.3
O -0.614 4.019 7.296 -0.6 -0.3 0.2
H -3.186 0.803 6.500 -0.3 -0.1 0.1
H -4.091 2.185 5.834 -0.2 -0.2 0.2
H -3.952 1.980 7.600 0.2 0.0 -0.1
H -1.666 2.572 5.725 -0.2 0.0 0.2
H -1.845 4.267 9.482 0.0 -0.2 -0.3
H -3.394 4.011 8.657 0.0 -0.2 0.1
H -2.482 2.618 9.329 -0.2 0.1 0.0
C -1.022 3.985 -4.864 -0.4 -0.2 0.0
N -0.808 2.761 -4.128 0.5 -0.4 0.3
C 0.364 2.259 -3.645 -0.2 -0.4 0.2
C 1.623 3.044 -3.885 0.2 -0.1 0.0
O 0.366 1.192 -3.034 0.0 0.2 0.0
H -1.723 4.602 -4.297 0.0 0.2 -0.2
H -1.468 3.726 -5.827 0.1 0.3 -0.1
H -0.097 4.540 -5.028 -0.1 -0.2 0.0
H -1.610 2.175 -3.926 0.1 0.1 0.0
H 2.473 2.517 -3.441 -0.3 0.1 0.0
H 1.803 3.146 -4.959 -0.1 0.2 0.2
H 1.546 4.029 -3.416 0.1 0.0 -0.1
C 5.018 3.459 -9.338 0.0 -0.4 -0.1
N 3.917 3.125 -8.466 -0.5 0.4 0.5
C 3.183 3.958 -7.674 -0.5 -0.7 0.2
C 3.527 5.421 -7.675 -0.1 0.2 0.1
O 2.271 3.502 -6.987 0.4 0.3 -0.4
H 4.749 3.156 -10.353 0.3 0.2 -0.1
H 5.892 2.889 -9.013 0.2 0.2 -0.2
H 5.251 4.524 -9.325 -0.1 -0.2 0.1
H 3.625 2.156 -8.409 0.1 0.2 0.0
H 2.855 5.955 -6.996 0.1 -0.3 -0.1
H 4.554 5.566 -7.329 -0.1 0.1 -0.2
H 3.402 5.835 -8.679 0.2 0.0 0.1
C -1.326 -4.698 3.402 0.3 0.4 -0.1
N -0.077 -5.420 3.366 0.2 -0.9 -0.1
C 0.120 -6.759 3.204 1.0 0.3 0.1
C -1.088 -7.638 3.037 -0.1 -0.3 0.0
O 1.263 -7.212 3.198 -0.5 0.0 -0.1
H -1.312 -3.957 2.599 -0.3 -0.2 0.3
H -1.392 -4.183 4.364 -0.3 0.1 -0.1
H -2.190 -5.352 3.280 0.2 0.0 0.0
H 0.784 -4.896 3.472 -0.2 -0.1 0.0
H -0.769 -8.678 2.919 0.1 0.3 0.0
H -1.725 -7.571 3.923 -0.1 0.0 -0.2
H -1.645 -7.344 2.144 -0.1 0.0 0.2
```
Forces are in eV/Å.